Entry 1
# C4H8NO

An isolated ion of composition C4H8NO and charge +1 (ωB97M-V/def2-TZVPD, the Open Molecules 2025 dataset).

Each line ends with the Mulliken charge.
Cartesian coordinates (Å):
C -2.80537 0.89826 0.02648  -0.48
C -0.21370 -0.78572 0.01552  -0.28
C -1.94771 -1.29679 0.04092  0.21
C 2.06255 0.13265 -0.31182  -0.58
N 1.21754 -0.83045 0.34625  -0.14
O -2.84008 -0.40839 -0.05518  -0.24
H -1.89008 1.33441 0.23923  0.45
H -3.61312 1.45403 -0.38415  0.31
H -0.36626 -0.11396 -0.81741  0.22
H 1.54033 -1.42356 1.11056  0.28
H -2.09357 -2.35487 0.09669  0.45
H 3.03808 -0.34464 -0.41159  0.29
H 1.47845 0.41228 -1.27367  0.22
H 2.12190 1.02993 0.38255  0.29

Values from the calculation:
Gap between HOMO and LUMO (alpha / beta) in eV: 6.59 / 9.05
Lowest unoccupied orbital energy (alpha / beta) in eV: -5.06 / -6.22
2S+1: 3
Total charge: +1

---

Entry 2
# C4H8NO

An isolated ion of composition C4H8NO and charge +1 (ωB97M-V/def2-TZVPD, the Open Molecules 2025 dataset).

Each line ends with the Mulliken charge.
Cartesian coordinates (Å):
C 2.32795 0.70433 -0.19474  -1.07
C 1.29496 0.05861 0.30358  0.20
C -0.86836 -1.16198 -0.26424  -0.51
C -1.25138 0.18103 0.39359  0.10
N -0.00246 0.02478 -0.35146  0.09
O -2.12649 1.04348 -0.06968  -0.44
H 3.12104 0.56389 0.52012  0.32
H 2.18195 1.12354 -1.19562  0.36
H 1.33783 -0.72256 1.06155  0.34
H -0.47402 -1.90299 0.57974  0.25
H -1.48546 -1.35657 -1.14436  0.35
H -1.06792 0.27685 1.49236  0.37
H 0.00919 0.54660 -1.16495  0.27
H -2.99683 0.62099 0.03409  0.38

Values from the calculation:
Gap between HOMO and LUMO (alpha / beta) in eV: 7.71 / 8.71
Lowest unoccupied orbital energy (alpha / beta) in eV: -2.95 / -7.33
2S+1: 3
Total charge: +1

---

entry 2 takes first place; second place is 0.200 eV up.

---

Entry 1
# C5H11OP

The molecule C5H11OP (ωB97M-V/def2-TZVPD, the Open Molecules 2025 dataset).

Each line ends with the Mulliken charge.
Cartesian coordinates (Å):
C -0.76048 -0.84099 1.71882  -1.39
P -0.14594 0.00791 0.15749  0.97
C -1.62946 0.17334 -0.85079  -1.10
C 0.32517 1.76871 0.57822  -0.99
C 1.39520 -0.86145 -0.29163  -0.47
C 2.01845 -0.70898 -1.54484  -0.17
O 2.99633 -1.27194 -1.89916  -0.53
H -1.70127 -0.64239 2.00828  0.44
H -0.94130 -1.94184 1.37298  0.34
H -0.07889 -1.05073 2.49588  0.38
H -2.06532 -0.72392 -0.96694  0.42
H -2.54091 0.91661 -0.68240  0.31
H -1.22311 0.42935 -1.93202  0.31
H -0.52057 2.35177 0.96123  0.39
H 1.33566 1.83872 1.22262  0.28
H 0.32704 2.22946 -0.52832  0.31
H 1.60273 -1.80045 0.30456  0.27
H 1.60667 0.12682 -2.12399  0.24

Values from the calculation:
Gap between HOMO and LUMO in eV: 8.08
SMILES: CP(C)(C)=CC=O
Lowest unoccupied orbital energy in eV: 0.39
Total charge: 0

---

Entry 2
# C5H11OP

C5H11OP as an isolated structure (ωB97M-V/def2-TZVPD, the Open Molecules 2025 dataset).

Each line ends with the Mulliken charge.
Cartesian coordinates (Å):
C -0.07750 1.68433 2.78645  -1.00
C 0.09421 -1.22223 -2.75278  -1.13
C -1.18131 -1.81344 -0.67189  -1.08
C 0.88455 1.75407 1.60909  -0.72
C 0.08993 -1.13671 -1.21963  0.37
O 1.78068 1.09345 -1.06071  -0.55
P 0.55975 0.49166 -0.46054  0.37
H -0.39238 0.72752 2.96107  0.31
H 0.35495 1.94444 3.73351  0.37
H -0.91463 2.26507 2.65909  0.33
H -0.81149 -1.69414 -3.01850  0.35
H 0.16036 -0.34498 -3.31365  0.41
H 0.93971 -1.93666 -2.92186  0.26
H -1.94962 -1.81788 -1.32959  0.36
H -1.37109 -1.31497 0.29906  0.28
H -1.02714 -2.86835 -0.31382  0.29
H 0.97106 2.62783 1.08748  0.39
H 1.88997 1.56100 1.92721  0.40

Values from the calculation:
Gap between HOMO and LUMO (alpha / beta) in eV: 7.42 / 6.86
Lowest unoccupied orbital energy (alpha / beta) in eV: -0.68 / -0.86
Total charge: 0

---

entry 1 takes first place; second place is 1.466 eV up.

---

Entry 1
# H26NeO13

H26NeO13 as an isolated structure (ωB97M-V/def2-TZVPD, the Open Molecules 2025 dataset).

Each line ends with the Mulliken charge.
Cartesian coordinates (Å):
Ne -10.70203 0.42768 2.94534  0.04
O -12.81894 -0.46370 5.05623  -0.74
H -11.99851 -0.07332 4.75502  0.32
H -13.16813 -0.91241 4.28620  0.29
O -9.93678 1.05621 6.48579  -0.62
H -9.00956 0.96035 6.26827  0.29
H -10.05054 0.54059 7.28418  0.28
O -9.16083 3.33241 2.16332  -0.70
H -9.67798 2.75116 1.60569  0.43
H -9.72117 3.49901 2.92127  0.39
O -7.87874 -1.12971 3.49601  -0.65
H -7.66155 -0.23985 3.21814  0.37
H -7.59337 -1.17252 4.40867  0.29
O -14.36047 1.62356 5.59301  -0.67
H -14.44685 2.17391 4.81462  0.36
H -13.79166 0.90492 5.31690  0.43
O -14.03805 -0.63264 2.32039  -0.65
H -14.82355 -1.15231 2.14962  0.30
H -13.32762 -1.27353 2.34814  0.39
O -9.08174 -2.39403 1.24547  -0.62
H -8.93663 -1.67552 0.62991  0.26
H -8.53403 -2.17782 2.00013  0.40
O -12.04493 -2.59056 2.23128  -0.69
H -11.15831 -2.67525 1.88060  0.33
H -11.96702 -2.85634 3.14753  0.32
O -10.45056 1.63075 0.37741  -0.77
H -9.72746 1.06174 0.11364  0.28
H -10.60562 2.19020 -0.38364  0.31
O -13.69426 3.41765 3.63979  -0.64
H -12.88311 3.51728 4.13813  0.35
H -13.79088 4.24626 3.17042  0.28
O -13.26059 1.28755 0.44938  -0.69
H -12.30934 1.20941 0.37690  0.36
H -13.50392 0.64601 1.11680  0.43
O -10.91371 3.12097 4.74797  -0.55
H -10.62874 3.90778 5.21266  0.29
H -10.49826 2.39953 5.22037  0.27
O -6.98059 1.38111 2.66941  -0.66
H -7.53260 2.15812 2.75764  0.35
H -6.26395 1.65935 2.09911  0.28

Values from the calculation:
Gap between HOMO and LUMO in eV: 9.14
Lowest unoccupied orbital energy in eV: -0.26
Total charge: 0

---

Entry 2
# H26NeO13

H26NeO13 as an isolated structure (ωB97M-V/def2-TZVPD, the Open Molecules 2025 dataset).

Each line ends with the Mulliken charge.
Cartesian coordinates (Å):
Ne -0.08121 0.09862 -0.35826  0.02
O 3.32673 0.39688 0.12676  -0.68
H 2.88966 0.95375 0.77106  0.45
H 3.19327 0.84561 -0.70813  0.36
O -4.19223 1.24084 0.67826  -0.60
H -3.40554 1.22815 1.22341  0.35
H -4.88459 0.90613 1.24820  0.30
O -0.70450 -0.75157 2.15965  -0.60
H -0.45171 -0.64309 3.07647  0.26
H -0.03482 -1.32876 1.79274  0.34
O -2.03952 1.91211 2.37977  -0.68
H -1.48136 1.13449 2.37734  0.32
H -1.48304 2.60804 2.03014  0.42
O 2.12566 2.30074 1.82844  -0.84
H 2.68759 3.04787 1.62290  0.32
H 2.32830 2.09171 2.74029  0.33
O -1.08009 -3.87639 -0.76325  -0.58
H -1.19565 -3.00217 -1.13555  0.33
H -1.92087 -4.31107 -0.90596  0.29
O -2.31337 -1.62202 -2.14643  -0.60
H -1.55058 -1.18400 -2.52394  0.31
H -2.74504 -2.03792 -2.89271  0.27
O -3.18366 -1.73433 0.47951  -0.64
H -2.38597 -1.50811 0.95779  0.30
H -2.96114 -1.59000 -0.44020  0.38
O 2.75419 1.50692 -2.26090  -0.67
H 3.48849 1.10027 -2.72098  0.30
H 2.26011 1.95581 -2.94692  0.29
O 0.11905 0.15788 -3.06521  -0.67
H 0.86388 -0.35455 -2.75078  0.42
H 0.13984 0.95828 -2.54064  0.27
O 1.11847 -2.29214 0.90955  -0.62
H 1.73902 -2.97502 1.16417  0.28
H 1.44965 -1.96695 0.07241  0.28
O -0.22066 3.85335 1.89086  -0.68
H 0.51940 3.24639 1.87860  0.43
H -0.08021 4.38729 2.67279  0.32
O 2.07525 -1.61094 -1.94917  -0.62
H 2.65939 -1.06338 -1.42457  0.29
H 2.65783 -2.07872 -2.54752  0.26

Values from the calculation:
Gap between HOMO and LUMO in eV: 8.71
Lowest unoccupied orbital energy in eV: -0.37
Total charge: 0

---

entry 1 takes first place; second place is 0.438 eV up.

---

Entry 1
# C4H14NO3

C4H14NO3 as an isolated structure (ωB97M-V/def2-TZVPD, the Open Molecules 2025 dataset).

Each line ends with the Mulliken charge.
Cartesian coordinates (Å):
C 0.86748 2.03457 0.01102  -0.65
N 0.15441 1.80731 -1.22467  -0.38
C -0.26156 0.44766 -1.58320  -0.62
C -1.61206 -0.10748 -1.01870  -0.61
C -2.02240 0.22954 0.43326  -0.58
O -0.96336 0.11678 1.33291  -0.70
H 1.59694 1.23303 0.19598  0.22
H 0.25319 1.95543 0.90520  0.23
H 1.52062 2.90869 -0.04627  0.32
H -0.68432 2.37540 -1.27507  0.23
H 0.47821 -0.26907 -1.23208  0.25
H -0.33668 0.43564 -2.67049  0.31
H -2.35821 0.33186 -1.69854  0.40
H -1.59018 -1.19555 -1.05913  0.31
H -2.50212 1.22329 0.43555  0.33
H -2.77815 -0.50870 0.75611  0.26
H 0.37020 -2.26987 1.75049  0.23
H -0.26761 -0.76801 1.02098  0.48
O 0.27165 -1.90956 0.86062  -1.02
H 1.90054 -1.92585 0.98307  0.44
H 3.12660 -2.21557 0.05818  0.27
O 2.91953 -1.96309 0.96295  -0.72

Values from the calculation:
Gap between HOMO and LUMO in eV: 8.37
Lowest unoccupied orbital energy in eV: 4.04
Total charge: -1

---

Entry 2
# C4H14NO3

A 4-piece molecular cluster, C4H14NO3 overall (ωB97M-V/def2-TZVPD, the Open Molecules 2025 dataset).

Each line ends with the Mulliken charge.
Cartesian coordinates (Å):
C 0.02183 1.49454 1.13709  -0.91
N -0.09366 1.02301 -0.23118  -0.27
C 0.42774 -0.29342 -0.40329  -0.24
C 0.02855 -0.87821 -1.78944  -0.48
C 1.23755 -1.41556 -2.54106  -0.98
O 2.56872 1.07689 -1.52883  -0.58
H 1.05874 1.67558 1.45271  0.29
H -0.44242 0.81748 1.86914  0.40
H -0.55629 2.41813 1.25717  0.25
H 0.49518 1.56690 -0.86519  0.38
H 0.19570 -1.02785 0.36263  0.35
H 1.51728 -0.12510 -0.68803  0.15
H -0.73941 -1.65287 -1.79305  0.34
H -0.37847 -0.02631 -2.34096  0.30
H 1.61712 -2.36166 -2.13562  0.29
H 0.98587 -1.51950 -3.60580  0.35
H -1.92122 -0.07294 2.77715  0.39
H 1.95698 -0.58912 -2.41044  0.31
O -1.95699 -0.76590 1.87483  -0.81
H -1.69293 -1.59705 2.30029  0.25
H -2.56853 1.37770 3.59699  0.20
O -1.76134 0.87527 3.70489  -0.98

Values from the calculation:
Gap between HOMO and LUMO in eV: 4.26
Lowest unoccupied orbital energy in eV: 0.06
Total charge: -1

---

entry 1 takes first place; second place is 6.451 eV up.